[1]
The following is a quantum chemistry calculation of a 21-piece molecular cluster, C67H105NO57 overall at a distorted geometry, from OMol25.

Computed properties:
Total charge: 0
Relative energy (zero: lowest compared OMol25 entry of this formula, charge and spin) in eV: 0.5975
2S+1: 1
LUMO energy in eV: 0.34

CARTESIAN COORDINATES (ANGSTROEM)
C: -8.0295 0.0448 -2.3391
C: -8.1104 -1.2457 -3.1287
O: -6.7032 -1.5362 -3.3421
C: -5.9321 -0.4144 -3.2259
O: -4.8093 -0.2610 -3.5158
O: -6.7044 0.5393 -2.6220
H: -8.2208 -0.0377 -1.2131
H: -8.7523 0.8300 -2.7713
H: -8.5754 -1.2348 -4.1026
H: -8.5159 -2.0766 -2.5182
C: -0.0648 -1.1725 -6.2689
C: 0.2309 0.1140 -6.9328
O: 0.8366 0.9267 -5.8506
C: 0.5953 0.3367 -4.6575
O: 0.8975 0.7826 -3.5836
O: 0.0280 -0.9128 -4.8472
H: 0.6553 -1.9523 -6.4620
H: -1.0499 -1.5830 -6.4729
H: -0.6028 0.7238 -7.3815
H: 0.9974 0.0230 -7.7126
C: -4.7963 -5.6261 3.5945
C: -6.2769 -5.4926 4.0563
O: -6.8358 -4.5925 3.0781
C: -5.9711 -4.4694 2.0345
O: -6.2904 -3.9302 0.9896
O: -4.8383 -5.0694 2.2728
H: -4.4136 -6.6391 3.4791
H: -4.1532 -4.9801 4.2486
H: -6.4860 -5.0684 5.0073
H: -6.8138 -6.4638 3.9590
C: -4.6356 -0.0992 2.1574
C: -3.3567 0.5834 2.7628
O: -2.8017 -0.5638 3.5394
C: -3.4156 -1.7092 3.2234
O: -2.9291 -2.7486 3.6150
O: -4.6098 -1.4887 2.6814
H: -4.6587 -0.1404 1.1320
H: -5.5610 0.3748 2.5038
H: -3.5588 1.4273 3.4525
H: -2.6589 0.6859 1.9786
C: -0.5632 0.0159 6.4757
C: -1.0290 1.3669 6.0248
O: -0.0632 2.2885 6.6600
C: 1.1042 1.5837 6.7727
O: 2.1935 1.9573 6.9808
O: 0.8399 0.2562 6.5887
H: -0.7725 -0.7914 5.7825
H: -0.9839 -0.3058 7.4504
H: -2.0648 1.7230 6.1750
H: -0.7968 1.4227 4.9807
C: -4.0682 -3.2536 -1.2678
C: -2.9035 -3.9751 -0.4702
O: -3.1762 -5.3508 -0.8206
C: -4.0537 -5.5173 -1.7911
O: -4.2572 -6.4872 -2.4544
O: -4.6588 -4.2956 -2.0500
H: -3.6173 -2.5181 -1.9428
H: -4.9000 -2.8126 -0.6796
H: -3.0419 -3.8067 0.6340
H: -1.8874 -3.7796 -0.7684
C: 4.9864 0.5338 -3.5693
C: 6.1300 0.0113 -4.3957
O: 5.5507 -1.0169 -5.2191
C: 4.2566 -1.1176 -4.9066
O: 3.5592 -1.9027 -5.5100
O: 3.8387 -0.2227 -3.9911
H: 4.7258 1.6250 -3.7543
H: 5.1850 0.3271 -2.4906
H: 6.8354 -0.5676 -3.7391
H: 6.7977 0.6187 -4.9482
C: -2.2425 1.3033 -3.0027
C: -2.3569 2.4611 -2.0244
O: -1.8328 3.5702 -2.7149
C: -1.8108 3.3184 -4.0690
O: -1.5496 4.1518 -4.8381
O: -2.0933 2.0372 -4.3110
H: -3.2021 0.6529 -3.1161
H: -1.3516 0.7520 -2.8756
H: -1.7180 2.2628 -1.1375
H: -3.3498 2.8146 -1.6365
C: 4.1865 1.5575 0.1316
C: 5.3660 1.8005 1.0807
O: 5.4530 0.6136 1.8969
C: 4.6501 -0.3233 1.4188
O: 4.5842 -1.4074 1.8861
O: 3.8439 0.1513 0.4638
H: 4.4345 1.6410 -0.9261
H: 3.2905 2.0671 0.4025
H: 5.1807 2.6203 1.8058
H: 6.2433 1.8849 0.5124
C: 1.0712 0.5367 0.0707
C: 0.9690 -1.0268 -0.2524
O: -0.5049 -1.2336 -0.3959
C: -1.1648 -0.0402 -0.0832
O: -2.3736 0.0557 -0.1536
O: -0.3506 0.9750 0.1724
H: 1.4182 1.0812 -0.7735
H: 1.6252 0.8674 0.9283
H: 1.3352 -1.7421 0.4779
H: 1.4090 -1.1883 -1.2463
C: 2.4659 -1.8729 5.0452
C: 3.2237 -0.5821 4.7004
O: 2.1656 0.1732 3.9091
C: 1.2103 -0.6542 3.5275
O: 0.2905 -0.4085 2.7712
O: 1.3019 -1.8552 4.1697
H: 2.0165 -1.7692 6.1261
H: 3.0277 -2.8171 4.8539
H: 4.1673 -0.6913 4.1166
H: 3.4379 -0.0005 5.6288
C: -0.4979 6.3401 -0.8742
C: 0.3150 5.2686 -0.1714
O: 0.2774 5.7897 1.1595
C: -0.9056 6.3042 1.3726
O: -1.3973 6.5156 2.4399
O: -1.4676 6.5863 0.1255
H: -0.9269 6.0239 -1.8674
H: 0.1212 7.2804 -1.0406
H: 1.3383 5.1352 -0.6146
H: -0.2397 4.3220 -0.1510
C: -3.1946 -9.2185 -0.8074
C: -2.2846 -8.3973 0.1758
O: -3.1621 -8.1521 1.2223
C: -4.2239 -8.9732 1.1664
O: -5.0430 -9.0569 2.0240
O: -4.2313 -9.7548 0.0907
H: -2.8467 -10.1013 -1.3699
H: -3.6865 -8.4832 -1.4465
H: -1.9292 -7.4793 -0.3283
H: -1.4355 -9.0051 0.4963
C: 0.6264 2.9211 2.6528
C: 0.9753 3.7038 3.8410
O: 2.0536 4.5974 3.4255
C: 2.4643 4.1471 2.2067
O: 3.4423 4.6732 1.6980
O: 1.7361 3.2003 1.6474
H: -0.3431 3.2615 2.2340
H: 0.6346 1.8526 2.6736
H: 1.4007 3.1108 4.6257
H: 0.0946 4.2896 4.1228
C: 3.7640 -3.1004 -0.5754
C: 4.8121 -4.0476 -0.2106
O: 6.0368 -3.2980 -0.4014
C: 5.7149 -2.1922 -1.1164
O: 6.5022 -1.3325 -1.4616
O: 4.4420 -2.1717 -1.4093
H: 3.4140 -2.5808 0.3378
H: 2.8643 -3.4888 -1.0970
H: 4.9659 -4.9561 -0.7793
H: 4.8246 -4.2364 0.8357
C: 4.0277 6.4510 -1.0230
C: 5.4662 6.6253 -1.3837
O: 5.4128 7.3094 -2.6661
C: 4.1369 7.3721 -3.0609
O: 3.8750 7.7253 -4.1753
O: 3.3306 6.7451 -2.2285
H: 3.7143 7.1285 -0.1925
H: 3.8242 5.4182 -0.6984
H: 6.0670 5.7357 -1.5571
H: 6.0256 7.2488 -0.7069
C: 2.3994 3.8310 -5.1802
C: 1.4484 5.0220 -4.8188
O: 1.3770 4.7861 -3.3527
C: 2.3575 4.0770 -2.9080
O: 2.5995 3.9009 -1.7535
O: 3.0722 3.5811 -3.9545
H: 3.1829 4.0402 -5.9501
H: 1.6552 3.0454 -5.5194
H: 0.4358 4.9461 -5.1973
H: 1.8019 6.0031 -5.0795
C: -4.8869 6.6928 -2.6580
C: -4.5788 5.3773 -1.8976
C: -4.9337 5.5559 -0.4133
C: -4.9262 4.2312 0.3031
N: -4.8885 3.3026 0.9650
H: -5.9660 7.0033 -2.6293
H: -4.5918 6.5091 -3.6839
H: -4.2631 7.5164 -2.3990
H: -3.5168 5.1479 -2.0138
H: -5.1832 4.5743 -2.3397
H: -5.9034 6.0436 -0.3269
H: -4.1016 6.1494 0.0500
C: 6.3103 2.8854 4.6872
O: 5.3031 3.5355 3.9237
C: 5.2363 4.9145 4.1504
C: 4.4484 5.3880 5.2912
O: 5.2014 5.1785 6.5079
C: 4.3283 5.3376 7.6103
H: 7.3360 3.2747 4.4670
H: 6.2471 1.8874 4.3741
H: 6.1965 2.9265 5.7842
H: 4.6780 5.4323 3.2771
H: 6.3473 5.2572 4.2102
H: 3.4673 4.8654 5.3532
H: 4.2011 6.4500 5.1003
H: 4.9496 5.4902 8.4977
H: 3.5896 4.5353 7.7632
H: 3.8034 6.2750 7.4306
C: 1.4365 -6.2549 0.3853
O: 2.0007 -5.0186 0.6668
C: 1.7379 -4.4762 1.9026
C: 0.2196 -4.0468 2.1380
O: -0.7124 -5.0945 2.0341
C: -1.1358 -5.6531 3.2626
H: 2.1813 -7.0168 0.1647
H: 0.7561 -6.1152 -0.4971
H: 0.8171 -6.6161 1.1998
H: 2.1984 -3.4774 1.8228
H: 2.1464 -5.1569 2.6503
H: -0.0162 -3.3127 1.3423
H: 0.1624 -3.6531 3.1585
H: -1.8392 -6.4287 2.9325
H: -1.7812 -4.8699 3.7549
H: -0.3288 -5.9183 3.9582
C: -3.6854 -3.8927 -5.0346
O: -2.2652 -3.7911 -4.7334
C: -1.6532 -5.0128 -4.8196
C: -0.1439 -4.9987 -4.6600
O: 0.3760 -4.8083 -3.3056
C: 0.2417 -3.4596 -2.8600
H: -3.9445 -4.9265 -4.8112
H: -3.8906 -3.6602 -6.0840
H: -4.1373 -3.1485 -4.4231
H: -1.9429 -5.5890 -5.6792
H: -1.9632 -5.6374 -3.9852
H: 0.2133 -4.2252 -5.3777
H: 0.2761 -6.0582 -4.8896
H: 0.7355 -3.3371 -1.8433
H: -0.7963 -3.1250 -2.8485
H: 0.8771 -2.8769 -3.4650

Forces on atoms 1 to 2 (eV/Å):
C -1.3344 1.9770 -0.0505
C 1.1348 -1.1553 1.1275



[2]
The following is a quantum chemistry calculation of C67H122F8N13O21S8 as an isolated structure at a distorted geometry, from OMol25.

Computed properties:
Total charge: +5
2S+1: 1
LUMO energy in eV: -9.68

CARTESIAN COORDINATES (ANGSTROEM)
C: 4.1499 8.2278 -1.9282
N: 3.9589 8.0868 -3.3820
C: 4.6640 9.0030 -4.1284
C: 4.5434 8.9541 -5.5041
C: 3.7454 7.9667 -6.0877
C: 3.1040 7.0694 -5.2897
C: 3.1359 7.1643 -3.9311
C: 3.6449 7.8920 -7.5508
C: 3.3252 8.9817 -8.3645
C: 3.3305 8.8464 -9.7227
N: 3.4647 7.6455 -10.3415
C: 3.7662 6.5416 -9.5778
C: 3.8301 6.6408 -8.1607
C: 3.4702 7.4785 -11.8159
H: 3.5493 7.4964 -1.4034
H: 3.7991 9.2794 -1.7489
H: 5.1828 8.1419 -1.7331
H: 5.2987 9.7567 -3.6554
H: 4.9890 9.7652 -6.0326
H: 2.4600 6.2972 -5.7017
H: 2.6584 6.5623 -3.1557
H: 3.1156 9.9274 -7.9480
H: 3.0774 9.5585 -10.4717
H: 3.6884 5.6186 -10.0046
H: 3.9753 5.7547 -7.5613
H: 4.1009 6.6653 -12.0579
H: 3.8518 8.3732 -12.2457
H: 2.4414 7.3763 -12.1784
C: -7.0005 1.1187 3.0028
N: -7.9207 2.1747 2.5877
C: -7.3265 3.2305 1.9609
C: -8.0866 4.1917 1.4846
C: -9.5019 4.1081 1.4596
C: -10.0758 3.0101 2.0550
C: -9.2438 2.0691 2.6520
C: -10.3008 5.1203 0.6697
C: -11.0302 6.1292 1.3079
C: -11.9330 6.9131 0.5246
N: -11.9422 6.7144 -0.8152
C: -11.1744 5.8143 -1.4338
C: -10.3261 4.9766 -0.7140
C: -12.8738 7.6197 -1.6219
H: -7.6530 0.2607 3.1927
H: -6.3124 1.3065 3.8624
H: -6.3585 0.8796 2.1493
H: -6.2189 3.0839 1.8453
H: -7.6610 4.9346 0.8202
H: -11.1347 2.8766 1.9747
H: -9.6532 1.1682 3.1126
H: -11.0586 6.2367 2.3811
H: -12.4385 7.7724 1.0160
H: -11.2943 5.7890 -2.5408
H: -9.8371 4.1646 -1.2007
H: -13.4012 8.4179 -1.0337
H: -13.6701 7.0830 -2.0688
H: -12.2794 8.1024 -2.4017
C: -9.6143 -4.7187 -0.8813
C: -9.0651 -3.4967 -1.5726
C: -9.2326 -2.1724 -0.7830
C: -8.4187 -2.0424 0.5213
C: -6.9083 -2.1566 0.2327
C: -6.5288 -3.5708 -0.5200
N: -7.5572 -3.7364 -1.7245
O: -7.1818 -4.0975 -2.7930
C: -6.5355 -4.8193 0.3534
C: -5.1345 -3.3516 -1.2407
C: -9.6079 -3.4009 -3.0151
H: -10.7212 -4.7224 -1.0163
H: -9.4902 -4.6814 0.1682
H: -9.1790 -5.6538 -1.2093
H: -10.2982 -2.1112 -0.5398
H: -8.9288 -1.3887 -1.4937
H: -8.5970 -2.7773 1.2421
H: -8.6130 -1.0296 0.8879
H: -6.2721 -2.0908 1.0837
H: -6.6039 -1.3699 -0.4241
H: -6.2254 -5.6296 -0.2928
H: -7.3640 -5.1730 0.9000
H: -5.6870 -4.6577 1.0517
H: -5.2506 -2.4962 -1.9310
H: -4.8691 -4.1351 -1.9017
H: -4.3973 -3.1515 -0.4067
H: -9.5446 -4.3465 -3.6118
H: -9.0895 -2.5748 -3.6030
H: -10.6516 -3.1456 -2.9924
C: 8.2230 0.8297 -0.9216
C: 8.4225 1.9719 -1.9463
C: 9.6734 2.8069 -1.6915
C: 10.9795 2.0424 -1.8603
C: 11.1108 1.4292 -3.2441
C: 9.9055 0.6683 -3.8243
N: 8.5277 1.2181 -3.3133
O: 7.6160 1.0433 -3.8896
C: 9.9953 -0.8697 -3.4191
C: 9.8813 0.8267 -5.3336
C: 7.1684 2.7720 -2.0254
H: 8.0267 1.2422 0.0657
H: 9.0246 0.1834 -0.7675
H: 7.3236 0.2099 -1.1226
H: 9.5092 3.1025 -0.6607
H: 9.7318 3.6803 -2.2904
H: 11.0467 1.2785 -1.0945
H: 11.8791 2.7467 -1.7437
H: 12.0031 0.8537 -3.3217
H: 11.3280 2.1726 -4.0044
H: 10.0542 -1.1575 -2.3772
H: 10.8419 -1.2312 -3.9663
H: 9.1998 -1.4189 -3.8848
H: 8.9885 0.2793 -5.7447
H: 10.7601 0.3339 -5.7952
H: 9.8400 1.9365 -5.5743
H: 7.1463 3.5427 -2.7811
H: 7.0507 3.2219 -1.0541
H: 6.2696 2.0786 -2.2192
C: 3.5828 -1.6486 -0.2752
C: 2.0311 -1.5548 0.2205
C: 1.9712 -1.0846 1.6885
C: 2.3757 0.3390 1.9749
C: 1.5657 1.3432 0.9938
C: 1.6245 1.0153 -0.5348
N: 1.5097 -0.5455 -0.7638
O: 1.0797 -0.9654 -1.7704
C: 2.9536 1.3630 -1.3239
C: 0.5188 1.7534 -1.3786
C: 1.3992 -2.8828 -0.0386
H: 3.7468 -1.8740 -1.3487
H: 4.0082 -2.4502 0.3405
H: 4.1373 -0.7605 0.0081
H: 2.4340 -1.9499 2.2535
H: 0.9236 -1.1846 2.0212
H: 3.4695 0.5957 1.8290
H: 2.0215 0.5229 2.9963
H: 1.9524 2.3305 1.0206
H: 0.5180 1.4748 1.2210
H: 2.8955 0.7980 -2.3537
H: 3.9589 1.1787 -0.8672
H: 3.0590 2.4239 -1.6519
H: 0.5641 1.4315 -2.4170
H: 0.7401 2.8095 -1.5036
H: -0.5370 1.7059 -1.0851
H: 0.3000 -2.8601 -0.0805
H: 1.6765 -3.6097 0.7618
H: 1.8152 -3.3854 -0.9142
C: 6.2735 2.9812 6.7215
C: 5.2926 2.8325 7.8670
N: 4.2135 1.6717 7.6903
C: 4.7255 0.3231 8.0264
C: 2.8923 2.0839 8.3716
C: 3.0087 2.1838 9.9214
C: 3.7714 1.5379 6.1893
C: 3.1750 2.8202 5.6130
O: 1.8113 2.8229 5.7914
C: 0.9622 3.7194 5.1574
H: 5.8275 3.2130 5.7826
H: 6.8291 2.0328 6.5711
H: 6.9400 3.7907 6.9279
H: 4.7590 3.7428 8.1793
H: 5.7252 2.3891 8.7628
H: 4.0005 -0.4322 7.6749
H: 5.0338 0.2731 9.0678
H: 5.6816 0.1458 7.4436
H: 2.1048 1.4317 8.0972
H: 2.7529 3.1186 8.0249
H: 3.0751 1.1792 10.2819
H: 2.0735 2.5889 10.3322
H: 3.7499 2.8342 10.2759
H: 2.9387 0.8551 6.2087
H: 4.6465 1.2129 5.6552
H: 3.5770 2.9362 4.5620
H: 3.5863 3.6839 6.1896
H: 1.4502 4.6625 5.1571
H: 0.0558 3.7145 5.7160
H: 0.6821 3.3938 4.1086
C: -14.6220 -6.2688 16.4120
C: -14.4427 -5.7168 15.0504
N: 3.0713 -18.1788 -0.3275
C: 2.5912 -18.8732 0.8015
C: 2.3098 -17.5642 -1.1547
C: 2.5892 -17.0434 -2.4266
C: 4.5569 -18.2991 -0.8070
C: 5.4163 -19.5003 -0.3719
O: 5.2993 -20.2608 0.8264
C: 6.1013 -19.7759 1.6710
H: -13.7757 -7.0531 16.4371
H: -3.7603 -0.5211 18.2640
H: -15.6470 -5.9825 16.8922
H: -13.4229 -5.5878 14.8786
H: -15.6131 -5.1987 14.7319
H: 2.3250 -19.9091 0.7660
H: 1.7171 -18.3357 1.1045
H: 3.4531 -18.7507 1.5622
H: 1.3466 -17.4893 -0.8139
H: -1.5914 -4.8289 -11.1086
H: 1.5835 -16.5420 -2.7070
H: 2.3341 -17.9607 -3.0314
H: 3.5612 -16.8136 -2.7598
H: 4.9115 -17.4501 -0.3266
H: 4.7249 -18.2012 -1.9132
H: 6.5322 -19.2655 -0.5549
H: 5.1712 -20.2261 -1.0670
H: -1.0656 -11.2585 1.3591
H: 6.3503 -18.4343 1.7990
H: 6.3652 -20.3500 2.6263
N: 1.6890 3.2036 -4.3114
S: 0.6246 4.3737 -4.1600
O: -0.6953 3.7888 -4.0084
O: 0.6679 5.4978 -5.1299
F: 1.0301 4.8888 -2.7399
S: 3.0628 3.2314 -4.9740
O: 3.2828 4.1938 -6.0399
O: 3.6050 1.9313 -5.1748
F: 3.9210 3.9473 -3.9109
N: -7.3736 1.6076 -2.6347
S: -8.0353 1.8995 -1.3012
O: -8.1051 3.3202 -1.2342
O: -7.5251 1.1994 -0.1794
F: -9.5601 1.3752 -1.4075
S: -6.4367 0.4014 -3.1196
O: -6.9666 -0.9077 -2.8769
O: -5.0567 0.6283 -2.8464
F: -6.4893 0.7238 -4.6402
N: -3.3727 0.9388 1.5719
S: -2.2199 -0.1144 1.8039
O: -1.7666 -0.3948 3.1435
O: -1.3791 -0.2592 0.6569
F: -3.1854 -1.3525 1.4429
S: -3.1199 2.4721 1.8742
O: -2.0142 2.6616 2.7807
O: -4.3758 3.0918 2.3420
F: -2.7282 3.1021 0.5608
N: 4.8135 3.6281 0.0051
S: 4.1129 5.0109 0.0133
O: 3.1127 5.4061 0.9686
O: 3.7688 5.1830 -1.3911
F: 5.2835 6.0759 0.2451
S: 5.3851 2.9856 1.3246
O: 5.3026 1.5414 1.0700
O: 4.9175 3.6101 2.5296
F: 6.9700 3.2439 1.3171

Forces on atoms 1 to 2 (eV/Å):
C -1.8520 1.5484 -0.3893
N 0.9205 0.9270 -0.6095



Which value of total charge does entry 2 give? +5



Look up the 2S+1 of the second one. 1